#P
{
  "formula": "CH5S2",
  "method": "ωB97M-V/def2-TZVPD",
  "symbols": ["S", "H", "C", "S", "H", "H", "H", "H"],
  "positions_angstrom": [[-0.515, 0.748, 2.360], [-0.229, 1.835, 1.566], [0.421, -0.340, -1.052], [-1.077, -1.343, -0.408], [-0.131, 0.294, -1.730], [1.100, 0.213, -0.384], [1.023, -0.878, -1.833], [-0.593, -0.530, 1.481]],
  "lowdin_charge": [0.1714, -0.2658, -0.6310, 0.0498, -0.0529, -0.0104, -0.0096, -0.2516],
  "charge": -1,
  "e_homo_ha": -0.105
}

#Q
{
  "formula": "CH5S2",
  "method": "ωB97M-V/def2-TZVPD",
  "symbols": ["S", "H", "C", "S", "H", "H", "H", "H"],
  "positions_angstrom": [[-1.636, -0.480, 1.726], [-1.885, 0.792, 2.000], [0.694, 0.018, -1.111], [1.551, -0.190, 0.500], [-0.022, -0.786, -1.296], [1.428, 0.058, -1.909], [0.148, 0.964, -1.114], [-0.279, -0.375, 1.204]],
  "lowdin_charge": [0.2560, -0.2949, -0.6774, 0.1094, -0.0104, -0.0265, -0.0107, -0.3456],
  "charge": -1,
  "e_homo_ha": -0.103
}

#R
{
  "formula": "CH5S2",
  "method": "ωB97M-V/def2-TZVPD",
  "symbols": ["S", "H", "C", "S", "H", "H", "H", "H"],
  "positions_angstrom": [[1.563, -0.811, 0.412], [1.462, -1.837, 1.373], [-0.280, 1.079, -0.975], [-1.521, 0.323, 0.074], [0.631, 1.373, -0.404], [-0.713, 2.078, -1.425], [0.038, 0.371, -1.807], [-0.415, -0.645, 0.337]],
  "lowdin_charge": [-0.0659, -0.3388, -0.7139, 0.3664, -0.0477, 0.0335, 0.0180, -0.2516],
  "charge": -1,
  "e_homo_ha": -0.113
}

Energy comparison, zero being the most stable, in eV: #P 0.762; #Q 0.000; #R 0.281.

#P
{
  "formula": "C3H6N4O",
  "method": "ωB97M-V/def2-TZVPD",
  "symbols": ["C", "C", "N", "N", "O", "C", "N", "N", "H", "H", "H", "H", "H", "H"],
  "positions_angstrom": [[-0.395, -0.946, -1.874], [-0.396, 0.080, -0.791], [-0.829, 1.333, -1.010], [-0.833, 1.973, 0.178], [-0.105, 1.232, 1.146], [0.089, -0.086, 0.599], [0.921, -0.894, 1.235], [1.286, -2.145, 0.637], [-0.337, -0.509, -2.875], [-1.228, -1.738, -1.747], [0.594, -1.556, -1.861], [-0.484, 3.006, 0.176], [2.045, -2.497, 1.272], [0.642, -2.719, 0.984]],
  "lowdin_charge": [-0.0659, -0.2620, 0.0916, -0.0708, -0.0295, -0.2302, 0.0064, 0.0003, 0.0686, 0.1066, 0.0920, 0.1874, 0.0992, 0.0061],
  "smiles": "Cc1n[nH]o/c1=N/N",
  "e_homo_ha": -0.302
}

#Q
{
  "formula": "C3H6N4O",
  "method": "ωB97M-V/def2-TZVPD",
  "symbols": ["H", "N", "C", "N", "N", "C", "O", "C", "N", "H", "H", "H", "H", "H"],
  "positions_angstrom": [[1.517, 0.656, 0.228], [1.527, 0.926, 1.305], [0.233, 0.765, 1.579], [-0.885, 0.414, 0.706], [-0.521, -0.033, -0.474], [-0.221, 0.992, -1.515], [0.367, 0.542, -2.471], [-0.171, -1.400, -0.793], [0.099, -2.318, 0.040], [0.495, -1.960, 1.020], [0.058, 1.127, 2.554], [-1.624, -0.196, 1.114], [-0.582, 1.997, -1.463], [-0.290, -1.512, -1.832]],
  "lowdin_charge": [0.0674, 0.0739, -0.2373, -0.0188, -0.1669, -0.1905, 0.0380, -0.2263, 0.0930, 0.1014, 0.0798, 0.1576, 0.1305, 0.0981],
  "smiles": "[H]/N=C\\NN(C=O)/C=N\\[H]",
  "e_homo_ha": -0.359
}

Energy comparison, zero being the most stable, in eV: #P 1.640; #Q 0.000.

#P
{
  "formula": "C3H6N4O",
  "method": "ωB97M-V/def2-TZVPD",
  "symbols": ["H", "N", "C", "N", "C", "N", "O", "C", "N", "H", "H", "H", "H", "H"],
  "positions_angstrom": [[-3.559, 0.760, -0.199], [-3.462, -0.301, -0.020], [-2.267, -0.596, 0.051], [-1.199, 0.341, 0.034], [-0.111, -0.327, 0.033], [1.061, 0.445, -0.092], [0.942, 1.804, 0.010], [2.304, -0.148, 0.077], [2.436, -1.422, -0.110], [3.402, -1.637, 0.153], [-1.958, -1.643, 0.226], [0.061, -1.406, -0.104], [0.016, 1.922, -0.181], [3.090, 0.564, 0.379]],
  "lowdin_charge": [0.0893, 0.0859, -0.3690, 0.0679, -0.1288, -0.1476, 0.0372, -0.2146, 0.0779, 0.0458, 0.1105, 0.1335, 0.0741, 0.1378],
  "smiles": "[H]/N=C\\N=C\\N(O)/C=N/[H]",
  "e_homo_ha": -0.334
}

#Q
{
  "formula": "C3H6N4O",
  "method": "ωB97M-V/def2-TZVPD",
  "symbols": ["C", "C", "C", "N", "N", "N", "N", "O", "H", "H", "H", "H", "H", "H"],
  "positions_angstrom": [[-0.376, 0.877, 0.714], [0.021, 1.701, -0.310], [0.187, -2.892, 0.408], [0.560, -0.386, -0.957], [-0.474, -1.796, 1.048], [-0.017, -0.344, 0.215], [-0.147, 3.029, -0.507], [0.650, 0.952, -1.346], [-1.033, 1.014, 1.488], [0.337, -2.492, -0.674], [1.265, -3.026, 0.716], [-0.394, -3.762, 0.696], [-1.034, 3.473, -0.409], [0.456, 3.653, -1.085]],
  "lowdin_charge": [0.0145, -0.3082, -0.2896, 0.0836, -0.0430, -0.1177, 0.1303, 0.0183, 0.1021, 0.0609, 0.0559, 0.0609, 0.0974, 0.1346],
  "e_homo_ha": [-0.260, -0.260]
}

Energy comparison, zero being the most stable, in eV: #P 0.000; #Q 3.770.

#P
{
  "formula": "C3H6N4O",
  "method": "ωB97M-V/def2-TZVPD",
  "symbols": ["N", "C", "C", "N", "N", "C", "N", "O", "H", "H", "H", "H", "H", "H"],
  "positions_angstrom": [[-1.577, 2.089, -0.309], [-1.594, 0.913, -0.312], [-1.586, -0.544, -0.301], [-0.394, -1.010, 0.407], [0.876, -0.904, -0.225], [1.626, 0.276, -0.137], [1.556, 0.926, 1.085], [2.352, 0.648, -1.100], [-2.538, -0.988, 0.216], [-1.456, -0.913, -1.393], [-0.542, -1.983, 0.709], [1.053, -1.352, -1.126], [0.721, 0.792, 1.625], [1.505, 2.052, 0.862]],
  "lowdin_charge": [0.1538, -0.2158, -0.2052, -0.0989, 0.0228, -0.5877, 0.1179, -0.0010, 0.1600, 0.1431, 0.1270, 0.1420, 0.0563, 0.1856],
  "smiles": "N#CCNNC(N)=O",
  "e_homo_ha": -0.370
}

#Q
{
  "formula": "C3H6N4O",
  "method": "ωB97M-V/def2-TZVPD",
  "symbols": ["H", "N", "C", "N", "C", "N", "C", "N", "O", "H", "H", "H", "H", "H"],
  "positions_angstrom": [[-2.787, -1.994, -0.499], [-2.795, -0.993, -0.130], [-1.606, -0.564, -0.148], [-1.339, 0.744, 0.226], [-0.077, 1.336, 0.002], [1.085, 0.850, 0.078], [1.359, -0.422, 0.623], [2.469, -1.007, 0.345], [3.244, -0.307, -0.520], [-0.760, -1.098, -0.569], [-2.103, 1.385, 0.227], [-0.145, 2.407, -0.342], [0.620, -0.932, 1.278], [2.834, 0.595, -0.573]],
  "lowdin_charge": [0.0774, 0.0788, -0.3240, 0.0546, -0.1852, 0.0451, -0.2418, -0.0193, -0.0722, 0.1183, 0.1255, 0.1402, 0.1241, 0.0785],
  "smiles": "[H]/N=C/N/C=N\\C=N/O",
  "e_homo_ha": -0.338
}

#R
{
  "formula": "C3H6N4O",
  "method": "ωB97M-V/def2-TZVPD",
  "symbols": ["N", "N", "C", "O", "H", "H", "C", "C", "N", "N", "H", "H", "H", "H"],
  "positions_angstrom": [[1.835, 0.456, 2.344], [1.680, 0.860, 1.020], [2.380, 1.112, 0.081], [2.823, 1.357, -0.966], [2.447, 1.095, 2.845], [0.912, 0.504, 2.769], [-2.037, -1.103, 0.667], [-1.557, -0.518, -2.332], [-2.629, -0.996, -1.920], [-0.956, -0.688, 0.814], [-0.033, -0.360, 0.570], [-2.724, -1.167, -0.807], [-1.445, -0.307, -3.393], [-0.695, -0.244, -1.693]],
  "lowdin_charge": [0.0290, -0.0148, -0.3159, 0.1660, 0.0920, 0.0790, -0.0298, -0.1839, -0.0019, 0.0941, 0.0355, -0.0397, 0.0538, 0.0367],
  "e_homo_ha": -0.337
}

#S
{
  "formula": "C3H6N4O",
  "method": "ωB97M-V/def2-TZVPD",
  "symbols": ["C", "C", "N", "C", "N", "N", "N", "O", "H", "H", "H", "H", "H", "H"],
  "positions_angstrom": [[-1.690, 1.199, -1.218], [-0.932, 0.186, -0.385], [0.500, 0.517, -0.409], [1.221, -0.178, 0.329], [0.960, -1.234, 1.200], [2.118, -1.708, 1.697], [3.098, -1.033, 1.291], [2.548, 0.001, 0.453], [-1.696, 2.186, -0.752], [-2.719, 0.868, -1.394], [-1.172, 1.320, -2.186], [-1.011, -0.767, -0.882], [-1.320, 0.168, 0.619], [0.096, -1.527, 1.635]],
  "lowdin_charge": [-0.1086, -0.2961, 0.0979, -0.4704, 0.0901, 0.0084, 0.0814, 0.0220, 0.0700, 0.0700, 0.0788, 0.1061, 0.0983, 0.1522],
  "smiles": "CC/N=c1\\[nH]nno1",
  "e_homo_ha": -0.347
}

Energy comparison, zero being the most stable, in eV: #P 0.000; #Q 1.039; #R 2.668; #S 1.224.

#P
{
  "formula": "C3H6N4O",
  "method": "ωB97M-V/def2-TZVPD",
  "symbols": ["C", "C", "N", "N", "N", "N", "C", "O", "H", "H", "H", "H", "H", "H"],
  "positions_angstrom": [[0.545, -0.502, -0.616], [-0.197, 0.090, 0.412], [0.195, -1.701, -1.169], [-1.520, -0.325, 0.626], [0.455, 0.717, 1.475], [1.558, 0.248, -1.159], [1.089, 1.383, -1.179], [0.786, 2.474, -1.510], [-0.275, -2.310, -0.506], [0.926, -2.112, -1.738], [-1.878, -0.036, 1.527], [-2.114, 0.124, -0.076], [0.196, 1.693, 1.559], [0.233, 0.256, 2.354]],
  "lowdin_charge": [-0.3753, -0.4502, 0.1295, 0.0715, 0.0570, 0.1753, -0.3021, 0.1723, 0.0977, 0.1000, 0.0727, 0.0924, 0.0768, 0.0824],
  "e_homo_ha": -0.264
}

#Q
{
  "formula": "C3H6N4O",
  "method": "ωB97M-V/def2-TZVPD",
  "symbols": ["C", "C", "C", "H", "H", "H", "H", "H", "H", "N", "N", "N", "N", "O"],
  "positions_angstrom": [[-1.861, 0.374, 0.060], [-0.273, 0.429, 0.166], [1.772, 0.987, -0.326], [-2.597, -1.184, -1.305], [-1.853, -1.630, 0.330], [-2.167, 1.132, -0.780], [-2.399, 0.544, 1.108], [2.597, 1.589, -0.261], [3.806, -0.643, 1.175], [-2.479, -0.931, -0.163], [0.581, 1.550, -0.038], [1.776, -0.296, 0.012], [0.405, -0.663, 0.269], [2.693, -1.260, -0.247]],
  "lowdin_charge": [-0.2523, -0.3317, -0.1499, 0.1481, 0.0675, 0.1338, 0.1344, 0.0949, 0.3107, -0.0955, 0.1064, -0.2646, 0.1416, -0.0433],
  "e_homo_ha": -0.344
}

Energy comparison, zero being the most stable, in eV: #P 0.000; #Q 6.886.

#P
{
  "formula": "C5H8O4",
  "method": "ωB97M-V/def2-TZVPD",
  "symbols": ["C", "O", "C", "C", "O", "C", "O", "O", "C", "H", "H", "H", "H", "H", "H", "H", "H"],
  "positions_angstrom": [[-0.683, -2.167, 0.259], [0.344, -1.183, 0.485], [0.110, 0.133, 0.484], [0.986, 1.156, 0.557], [2.301, 0.617, 0.367], [2.230, -0.262, -0.561], [1.600, -0.247, -1.587], [-1.215, 0.459, 0.345], [-1.620, 1.710, -0.254], [-1.120, -2.483, 1.248], [-0.289, -3.056, -0.133], [-1.408, -1.797, -0.355], [0.696, 2.233, 0.575], [3.096, -0.994, -0.424], [-1.298, 2.405, 0.473], [-2.723, 1.692, -0.360], [-1.007, 1.783, -1.121]],
  "lowdin_charge": [0.0094, -0.0352, -0.3800, -0.0080, 0.0492, -0.4419, 0.0757, -0.0849, -0.0193, 0.1194, 0.0797, 0.0607, 0.1359, 0.1688, 0.0637, 0.1126, 0.0942],
  "smiles": "COC(=COC=O)OC",
  "e_homo_ha": -0.308
}

#Q
{
  "formula": "C5H8O4",
  "method": "ωB97M-V/def2-TZVPD",
  "symbols": ["C", "C", "C", "C", "C", "H", "H", "H", "H", "H", "H", "H", "H", "O", "O", "O", "O"],
  "positions_angstrom": [[-0.989, -0.660, -1.635], [-0.021, 0.506, -1.103], [1.514, 0.011, 0.446], [0.654, 0.033, 1.680], [0.726, 1.166, 0.877], [-1.469, -2.020, -0.085], [-0.230, -1.243, -2.433], [-1.770, -0.029, -2.498], [0.234, 1.246, -2.010], [2.585, -0.219, 1.033], [1.152, -0.163, 2.634], [-1.621, 0.136, 1.568], [0.887, 2.340, 1.151], [-1.866, -1.170, -0.573], [1.193, -0.267, -0.801], [-0.647, -0.754, 1.726], [-0.330, 1.088, 0.022]],
  "lowdin_charge": [-0.1609, -0.3480, -0.2470, -0.2264, -0.2732, 0.1579, 0.1675, 0.1712, 0.1871, 0.2201, 0.1478, 0.3018, 0.2085, -0.1365, -0.0005, -0.1559, -0.0135],
  "e_homo_ha": -0.329
}

Energy comparison, zero being the most stable, in eV: #P 0.000; #Q 4.520.

#P
{
  "formula": "C6H12NO",
  "method": "ωB97M-V/def2-TZVPD",
  "symbols": ["C", "C", "C", "C", "C", "N", "C", "O", "H", "H", "H", "H", "H", "H", "H", "H", "H", "H", "H", "H"],
  "positions_angstrom": [[2.733, -0.982, -0.090], [1.596, -1.141, 0.569], [0.933, 0.075, 1.232], [-0.006, 0.955, 0.422], [-0.901, 0.100, -0.473], [-1.613, 0.951, -1.520], [-1.992, -0.637, 0.316], [-3.102, -0.197, 0.310], [3.392, -1.742, -0.514], [3.113, 0.005, -0.342], [1.134, -2.075, 0.837], [1.654, 0.651, 1.794], [0.372, -0.342, 2.068], [-0.656, 1.506, 1.096], [0.483, 1.696, -0.219], [-0.295, -0.635, -1.010], [-1.566, 1.953, -1.339], [-2.573, 0.600, -1.577], [-1.104, 0.791, -2.389], [-1.600, -1.528, 0.831]],
  "lowdin_charge": [0.0300, -0.1776, -0.1971, -0.1439, -0.2441, 0.2424, -0.1691, 0.1143, 0.0716, 0.0720, 0.0975, 0.1210, 0.1110, 0.1308, 0.1286, 0.1500, 0.1753, 0.1591, 0.1775, 0.1507],
  "smiles": "C=CCC[C@H]([NH3+])C=O",
  "charge": 1,
  "e_homo_ha": -0.498
}

#Q
{
  "formula": "C6H12NO",
  "method": "ωB97M-V/def2-TZVPD",
  "symbols": ["C", "C", "C", "C", "C", "C", "N", "O", "H", "H", "H", "H", "H", "H", "H", "H", "H", "H", "H", "H"],
  "positions_angstrom": [[-0.543, 0.747, -0.408], [-1.774, 0.596, 0.289], [-3.070, 0.411, -0.330], [0.665, -0.176, 0.055], [1.285, 0.463, 1.326], [1.682, -0.216, -1.069], [0.216, -1.495, 0.307], [-2.466, -0.676, -0.023], [-0.675, 0.340, -1.404], [-0.186, 1.819, -0.276], [-1.777, 0.748, 1.332], [-4.084, 0.405, -0.830], [2.136, -0.201, 1.468], [0.734, 0.277, 2.304], [1.283, 1.541, 1.091], [1.378, -0.628, -2.033], [2.572, -0.730, -0.757], [2.094, 0.742, -1.320], [1.035, -2.096, 0.575], [-0.506, -1.870, -0.297]],
  "lowdin_charge": [-0.0889, -0.1383, 0.2393, -0.6438, -0.0217, -0.0477, 0.0653, 0.1937, 0.1331, 0.1721, 0.1595, 0.2070, 0.0865, 0.1079, 0.0914, 0.0972, 0.0860, 0.0840, 0.1332, 0.0841],
  "charge": 1,
  "e_homo_ha": -0.468
}

Energy comparison, zero being the most stable, in eV: #P 0.000; #Q 3.301.

#P
{
  "formula": "C6H12NO",
  "method": "ωB97M-V/def2-TZVPD",
  "symbols": ["C", "C", "C", "C", "C", "C", "N", "O", "H", "H", "H", "H", "H", "H", "H", "H", "H", "H", "H", "H"],
  "positions_angstrom": [[2.503, -0.511, 0.200], [1.333, -0.705, -0.609], [-1.917, -1.328, -0.105], [0.455, 2.198, -0.547], [-0.690, -1.167, 0.817], [-0.020, 1.104, 0.375], [0.224, -0.252, 0.122], [2.947, -0.239, 1.204], [1.416, -0.217, -1.511], [1.080, -1.779, -0.860], [-1.673, -1.423, -1.154], [-2.662, -1.989, 0.174], [-2.678, -0.562, -0.262], [0.585, 1.786, -1.509], [-0.249, 3.010, -0.623], [1.398, 2.529, -0.115], [-0.282, -2.216, 0.994], [-0.927, -0.674, 1.795], [-1.132, 1.013, 0.280], [0.289, 1.420, 1.335]],
  "lowdin_charge": [0.1053, -0.1158, -0.0704, -0.0322, -0.1553, -0.2419, -0.1876, 0.3582, 0.1197, 0.1985, 0.0839, 0.0555, 0.0834, 0.0635, 0.0947, 0.0892, 0.1501, 0.1408, 0.1420, 0.1185],
  "charge": 1,
  "e_homo_ha": [-0.503, -0.503]
}

#Q
{
  "formula": "C6H12NO",
  "method": "ωB97M-V/def2-TZVPD",
  "symbols": ["C", "C", "C", "C", "C", "C", "N", "O", "H", "H", "H", "H", "H", "H", "H", "H", "H", "H", "H", "H"],
  "positions_angstrom": [[-1.755, -0.644, -0.896], [-2.877, -0.219, -0.681], [1.868, -1.125, 0.034], [2.062, 0.189, -0.640], [3.110, 1.237, -0.236], [-4.958, 0.047, 0.490], [1.004, -0.003, 0.358], [-3.846, 0.563, -0.311], [-0.022, -0.242, -0.039], [-1.206, -1.120, -1.672], [1.419, -1.854, -0.466], [2.547, -1.614, 0.845], [1.593, 0.369, -1.583], [3.618, 1.673, -1.101], [3.819, 0.653, 0.367], [2.441, 2.001, 0.342], [-4.477, -0.262, 1.344], [-5.390, -0.722, -0.199], [-5.405, 0.997, 0.541], [1.245, 0.384, 1.264]],
  "lowdin_charge": [0.0599, -0.1868, -0.0364, -0.2515, -0.0083, 0.0437, 0.0904, -0.0649, 0.1391, 0.0438, 0.0682, 0.1835, 0.1451, 0.0909, 0.0893, 0.1279, 0.0725, 0.1305, 0.0925, 0.1705],
  "charge": 1,
  "e_homo_ha": -0.493
}

Energy comparison, zero being the most stable, in eV: #P 0.000; #Q 1.490.